Entry from the OMol25 dataset: a cluster of 2 separate species, C2H6O2Si in total in a non-equilibrium geometry (ωB97M-V/def2-TZVPD).

```
11
Properties=species:S:1:pos:R:3:forces:R:3
C 3.00995 -0.72089 0.03117 -2.103 -0.034 0.613
C -2.09909 -0.21348 -0.63927 -0.974 0.129 0.604
O 2.59161 0.39165 0.22703 0.459 0.964 -0.063
O 0.16340 -0.96975 0.76719 0.055 -1.379 0.676
Si -1.14605 -1.69128 0.11104 -0.017 1.299 0.155
H 2.21213 -1.47120 0.30057 1.508 -0.599 -0.537
H 4.00415 -0.88096 -0.38519 0.213 -0.410 -0.020
H -2.16382 0.71875 -0.02310 0.404 -1.004 -0.281
H -1.66271 -0.04860 -1.58370 1.028 0.651 -1.017
H -3.09356 -0.47807 -0.93203 -0.883 -0.344 0.209
H 0.66303 -0.16531 0.80573 0.309 0.727 -0.339
```
Positions in Å, forces in eV/Å.

Calculated values
multiplicity	3
molar mass	90.15	g mol⁻¹
Kohn-Sham gap (alpha / beta)	6.62 / 8.57	eV
energy relative to the best compared isomer or geometry (same formula, charge and spin)	0.0	kcal/mol
<S²>	2.00
largest force on an atom	0.043	Eh/bohr

These are the natural (NBO) partial charges, in e, on atoms 1 to 5: number 1, C, carries 0.252; number 2, C, carries -1.073; number 3, O, carries -0.538; number 4, O, carries -1.185; number 5, Si, carries 1.009